[1]
{
  "formula": "C5H14N2",
  "method": "ωB97M-V/def2-TZVPD",
  "homo_ha": -0.219,
  "homo_lumo_gap_ev": 4.30,
  "lumo_ev": -1.67,
  "relative_energy_kcal_mol": 202.0,
  "symbols": ["C", "N", "C", "C", "C", "C", "N", "H", "H", "H", "H", "H", "H", "H", "H", "H", "H", "H", "H", "H", "H"],
  "xyz": [[-1.44971, 0.66454, -0.36790], [-0.37303, -0.26213, 0.09954], [-0.59920, -0.31833, 1.55450], [-2.05494, 1.72452, 2.45351], [1.01136, -0.22901, -0.33915], [1.69548, -1.22784, -1.17013], [2.16143, -0.85164, -2.57097], [-1.91465, 0.34211, -1.34589], [-2.19541, 0.63670, 0.43458], [-1.09995, 1.70177, -0.44210], [-1.36090, -1.07763, 1.71846], [0.38645, -0.68678, 1.83673], [-0.97334, 0.81091, 2.12764], [-2.60162, 1.28426, 3.29080], [-1.39394, 2.57626, 2.54578], [-2.94130, 2.15886, 1.80636], [1.55521, 0.54896, 0.22777], [1.12752, -2.17788, -1.24702], [2.67130, -1.35673, -0.69867], [2.76887, -0.03653, -2.55390], [1.36458, -0.60684, -3.14112]],
  "forces_ev_per_angstrom": [[-0.9943, -1.2570, -1.9318], [1.0832, 0.4169, 2.2743], [3.2567, -1.5346, -2.8332], [-1.8419, 1.5296, -1.3269], [-2.5667, 2.0165, 1.1241], [0.4563, 0.6421, -1.7972], [-0.4591, -0.3953, 0.3944], [0.5439, 0.4206, 0.9157], [-0.0602, 0.0438, -0.5946], [0.2670, -0.3735, -0.0181], [-0.4922, 0.7555, 0.4069], [-0.5454, -0.1608, 1.1563], [-1.5796, -0.1176, -0.6056], [0.8634, 0.1722, 0.4107], [0.0191, 0.2120, 1.0223], [1.8573, -1.2139, 0.5582], [0.2657, -1.0986, 0.1526], [0.4313, 0.5587, 0.1307], [-0.1871, -0.6097, 0.4104], [-0.1721, -0.1077, 0.2269], [-0.1451, 0.1009, -0.0761]]
}

=====

[2]
{
  "formula": "C5H14N2",
  "method": "ωB97M-V/def2-TZVPD",
  "homo_ha": -0.328,
  "homo_lumo_gap_ev": 10.10,
  "lumo_ev": 1.17,
  "relative_energy_kcal_mol": 27.2,
  "symbols": ["C", "C", "C", "C", "C", "N", "N", "H", "H", "H", "H", "H", "H", "H", "H", "H", "H", "H", "H", "H", "H"],
  "xyz": [[0.93289, -0.39358, 2.20344], [-0.04232, -0.14061, 1.01432], [0.80932, 0.23795, -0.24263], [0.14418, 0.12265, -1.65007], [-1.41001, 0.18342, -1.72348], [-2.08087, -0.89007, -2.44232], [1.34391, 0.92415, 2.66714], [1.75244, -0.96953, 1.79456], [0.37408, -0.91237, 2.98589], [-0.57318, -1.04196, 0.71602], [-0.64228, 0.71441, 1.31496], [1.25323, 1.20807, -0.02222], [1.64110, -0.46881, -0.27324], [0.46557, -0.79428, -2.14360], [0.64762, 0.94455, -2.17364], [-1.76803, 1.17043, -2.01570], [-1.76924, 0.11046, -0.69852], [-2.28221, -0.67719, -3.41158], [-1.53391, -1.74473, -2.36449], [0.62679, 1.40671, 3.16652], [2.11092, 1.01032, 3.29865]],
  "forces_ev_per_angstrom": [[-1.5225, 0.7009, -0.3745], [1.8739, -0.0750, -0.7226], [-0.4936, -0.6130, 0.6390], [0.1327, 0.9015, 0.2919], [0.3568, 0.2098, 1.0484], [0.0659, 0.0180, -0.1912], [0.5301, 0.5933, -0.3727], [0.3818, -0.1390, 0.4743], [0.2971, -0.5178, 0.0018], [-0.5503, 0.0081, 0.5777], [-0.6808, -0.2874, -0.2063], [-0.0931, 0.1247, -0.4028], [0.1649, 0.0514, 0.1183], [0.0304, -0.1222, 0.1003], [-0.4837, -0.2028, -0.5694], [0.0132, -0.1170, -0.5036], [0.0021, -0.0048, 0.1753], [0.3150, -0.1291, 0.0818], [-0.2759, 0.1977, -0.2811], [-0.9162, 0.0902, -0.0295], [0.8523, -0.6875, 0.1450]]
}

=====

[3]
{
  "formula": "C5H14N2",
  "method": "ωB97M-V/def2-TZVPD",
  "homo_ha": -0.322,
  "homo_lumo_gap_ev": 9.68,
  "lumo_ev": 0.92,
  "relative_energy_kcal_mol": 73.2,
  "symbols": ["N", "C", "C", "C", "C", "C", "N", "H", "H", "H", "H", "H", "H", "H", "H", "H", "H", "H", "H", "H", "H"],
  "xyz": [[-0.07802, 1.02311, 1.71634], [-0.08316, 0.11921, 0.55968], [0.19327, 0.61986, -0.82093], [1.75649, 0.49779, -1.06084], [1.92921, -0.47084, -2.25516], [-1.52839, -0.53887, 0.31368], [-2.03257, -0.88520, 1.66724], [-0.78417, 1.65492, 1.67857], [-0.04973, 0.49939, 2.55868], [0.53250, -0.75044, 0.77485], [-0.17310, -0.36997, -1.49577], [-0.19471, 1.35674, -1.38154], [2.30624, 0.07440, -0.23085], [2.45279, 1.34470, -1.11828], [1.40437, -1.36791, -2.06417], [1.56751, -0.02675, -3.13266], [2.94463, -1.02241, -2.64117], [-2.22119, -0.01467, -0.20787], [-1.51018, -1.39095, -0.36439], [-2.85948, -0.39972, 1.78374], [-2.24597, -1.91562, 1.73726]],
  "forces_ev_per_angstrom": [[3.4220, -1.9867, -1.8581], [-3.8668, 0.0223, -0.2166], [4.4389, -5.8961, -0.8263], [1.2289, -0.6479, -0.7152], [3.2768, -1.2108, -0.3452], [2.2984, -2.0661, 3.2931], [1.0699, -2.9299, -0.9461], [-2.5099, 2.1162, 0.1150], [-0.3797, -0.2470, 0.5981], [0.3517, 0.2646, -0.0069], [0.7240, 2.6710, 1.6041], [-1.8496, 3.3035, -0.7838], [-0.6871, -0.7440, 0.7546], [-1.0307, 0.7473, -0.8277], [-1.1327, -0.8326, 0.2752], [-0.8075, 0.5742, -1.3522], [-1.4973, 2.0912, 1.4529], [-1.9049, 2.8486, -1.2386], [0.7699, -0.6279, 0.3758], [-2.1061, 0.9006, 0.7233], [0.1918, 1.6495, -0.0755]]
}

=====

[4]
{
  "formula": "C5H14N2",
  "method": "ωB97M-V/def2-TZVPD",
  "charge": 2,
  "homo_ha": -0.788,
  "homo_lumo_gap_ev": 11.03,
  "lumo_ev": -10.41,
  "relative_energy_kcal_mol": 99.5,
  "symbols": ["C", "C", "C", "C", "C", "N", "N", "H", "H", "H", "H", "H", "H", "H", "H", "H", "H", "H", "H", "H", "H"],
  "xyz": [[-0.61488, -0.42237, -0.05913], [-2.97248, -0.30170, -0.04249], [0.70172, 1.33749, -0.40244], [1.75871, -0.82854, -0.84431], [1.30411, -0.06639, 1.41705], [-1.71192, 0.29925, -0.42576], [0.78508, -0.07734, 0.01622], [-0.72596, -1.49016, 0.36503], [-3.48868, 0.44014, 0.41224], [-2.93931, -1.20502, 0.62913], [-3.44138, -0.55549, -1.02656], [0.66360, 1.49015, -1.50955], [0.06518, 2.00053, 0.09827], [1.76563, 1.73941, -0.30604], [2.77274, -0.35603, -0.83638], [1.93958, -1.87293, -0.31193], [1.28096, -1.14521, -1.85510], [1.36329, -1.05744, 2.00736], [2.31202, 0.09680, 1.43679], [0.77507, 0.77512, 2.05362], [-1.59309, 1.19975, -0.81601]],
  "forces_ev_per_angstrom": [[-3.1390, -1.9482, 0.4857], [-0.3869, -2.7110, -2.5334], [5.3869, 2.0735, -2.9008], [0.0515, -4.3018, -0.6153], [-2.9657, -0.4826, 3.9388], [5.9704, -5.0272, 3.0305], [-1.0084, 2.7278, -0.6595], [-0.6168, 1.7981, -0.7839], [-1.9987, 2.2624, 1.4383], [0.5475, 1.0362, -0.8459], [-0.1660, 0.0414, 0.9910], [-0.7500, -0.7844, 0.6482], [-1.0213, 0.3751, 1.2142], [-1.3683, -0.2395, 0.4439], [-1.2480, 0.1332, -0.3357], [-0.4758, 2.0886, -0.9411], [1.0759, 1.2042, 1.5421], [-1.2744, 1.0594, -1.3340], [2.7306, 1.2596, -0.8251], [0.9406, -1.8907, -1.3542], [-0.2842, 1.3261, -0.6035]]
}

=====

[5]
{
  "formula": "C5H14N2O",
  "method": "ωB97M-V/def2-TZVPD",
  "homo_ha": -0.307,
  "homo_lumo_gap_ev": 9.21,
  "lumo_ev": 0.85,
  "relative_energy_kcal_mol": 80.3,
  "symbols": ["C", "C", "C", "C", "O", "N", "C", "N", "H", "H", "H", "H", "H", "H", "H", "H", "H", "H", "H", "H", "H", "H"],
  "xyz": [[1.75642, -0.60766, 1.23724], [1.05486, 0.06274, 0.14149], [0.63846, -1.00820, -0.90589], [0.39883, -0.54981, -2.32490], [-0.95817, -0.51626, -2.40727], [-0.07449, 0.88089, 0.49317], [-1.23609, 0.47909, 1.34452], [-1.54595, 1.39952, 2.46516], [1.87634, 0.08731, 2.14419], [1.17789, -1.55173, 1.60648], [2.63777, -0.95032, 0.83843], [1.83118, 0.69264, -0.41207], [1.41781, -1.92381, -0.94954], [-0.20729, -1.53017, -0.50463], [0.69438, -1.23758, -3.11366], [0.71119, 0.54937, -2.67311], [-1.36422, -1.18151, -2.96432], [-0.24003, 1.39307, -0.34096], [-2.14387, 0.29037, 0.85786], [-0.80789, -0.47950, 1.71954], [-0.78627, 1.34010, 3.18473], [-1.46339, 2.41203, 2.20207]],
  "forces_ev_per_angstrom": [[-2.5060, -0.4532, 3.8336], [0.0594, -0.3634, -2.2794], [3.9323, -2.1248, 0.3307], [0.4122, 1.4671, -0.9679], [-4.1200, 0.8805, -0.6317], [-0.3142, 1.2197, 0.4810], [3.4829, -0.0095, 0.8119], [1.4826, 0.6943, 0.5904], [0.1552, -1.0429, -1.3153], [0.8878, 1.5695, -0.5031], [2.4087, -0.8058, -0.3758], [-1.1101, -0.2082, 0.8546], [-1.0545, 2.1231, 0.2046], [-0.8705, -0.0147, -0.1327], [1.1024, -0.0838, 0.2282], [0.2221, -2.2187, 1.2375], [0.3129, -0.0453, -0.0825], [-1.1019, 0.7358, -0.3370], [-1.0913, -0.2013, -1.2424], [-1.0784, 0.4942, 0.4372], [-0.8837, -0.2180, -0.8744], [-0.3281, -1.3947, -0.2677]]
}